No. 1
One molecule with the formula C4H7NO. Source: the OMol25 dataset; level of theory: the ωB97M-V functional and the def2-TZVPD basis.

M   85.11 Da
Max |F|   0.351 eV/Å
E_LUMO (alpha / beta)   0.9 / 0.9 eV
HOMO-LUMO gap (alpha / beta)   0.291 / 0.291 hartree
Energy above the lowest of the compared OMol25 structures with the same formula, charge and spin   4.214 eV
Charge   0

Last column: natural (NBO) charge in e.
CARTESIAN COORDINATES (ANGSTROEM)
C 1.272 -1.720 -0.995  -0.30
N 0.665 -0.922 -0.139  -0.37
C -0.649 -0.651 -0.035  -0.22
C -1.121 0.669 0.381  0.00
C -0.280 1.776 0.851  -0.12
O -0.808 1.817 -0.455  -0.51
H 0.702 -2.073 -1.844  0.19
H 2.292 -2.025 -0.821  0.19
H 1.261 -0.480 0.559  0.40
H -1.284 -1.256 -0.673  0.19
H -2.163 0.684 0.699  0.20
H -0.694 2.503 1.551  0.18
H 0.806 1.678 0.921  0.16


No. 2
One molecule with the formula C4H7NO. Source: the OMol25 dataset; level of theory: the ωB97M-V functional and the def2-TZVPD basis.

M   85.11 Da
Max |F|   0.862 eV/Å
E_LUMO   0.7 eV
HOMO-LUMO gap   0.353 hartree
Energy above the lowest of the compared OMol25 structures with the same formula, charge and spin   3.748 eV
Charge   0

Last column: natural (NBO) charge in e.
CARTESIAN COORDINATES (ANGSTROEM)
C 1.652 0.305 -0.438  -0.40
N 0.443 0.396 0.301  -0.44
C -0.657 1.188 0.350  -0.13
C -0.464 -0.576 0.693  -0.13
C -1.346 -1.269 -0.251  0.37
O -1.926 -2.307 -0.019  -0.55
H 2.217 1.246 -0.395  0.21
H 1.475 0.018 -1.478  0.18
H 2.197 -0.484 0.082  0.21
H -0.924 1.614 1.313  0.19
H -0.994 1.746 -0.552  0.18
H -0.227 -1.138 1.617  0.20
H -1.445 -0.739 -1.223  0.10


No. 3
One molecule with the formula C4H7NO. Source: the OMol25 dataset; level of theory: the ωB97M-V functional and the def2-TZVPD basis.

M   85.11 Da
Max |F|   0.300 eV/Å
E_LUMO   1.2 eV
HOMO-LUMO gap   0.395 hartree
Energy above the lowest of the compared OMol25 structures with the same formula, charge and spin   3.054 eV
Charge   0

Last column: natural (NBO) charge in e.
CARTESIAN COORDINATES (ANGSTROEM)
C 1.202 1.224 0.680  -0.26
N 0.684 0.155 1.526  -0.57
C 0.821 -0.083 0.096  -0.13
C -0.437 -0.081 -0.736  0.04
C -1.326 -1.239 -0.823  -0.10
O -1.661 -0.123 -0.006  -0.50
H 0.546 2.063 0.441  0.19
H 2.242 1.498 0.843  0.20
H -0.303 0.309 1.723  0.37
H 1.590 -0.808 -0.172  0.21
H -0.429 0.631 -1.561  0.19
H -1.976 -1.369 -1.689  0.19
H -1.033 -2.153 -0.307  0.19


No. 4
One molecule with the formula C4H7NO. Source: the OMol25 dataset; level of theory: the ωB97M-V functional and the def2-TZVPD basis.

M   85.11 Da
Max |F|   0.523 eV/Å
E_LUMO   1.0 eV
HOMO-LUMO gap   0.389 hartree
Energy above the lowest of the compared OMol25 structures with the same formula, charge and spin   2.294 eV
Charge   0

Last column: natural (NBO) charge in e.
CARTESIAN COORDINATES (ANGSTROEM)
C -0.762 1.011 -1.309  -0.42
N 0.329 0.353 -0.600  -0.38
C 0.088 -1.045 -0.362  -0.24
C 0.038 -0.061 0.766  -0.20
C 1.144 -0.205 1.751  0.43
O 0.966 -0.215 2.946  -0.52
H -0.673 0.747 -2.367  0.21
H -0.687 2.098 -1.213  0.21
H -1.759 0.690 -0.960  0.17
H -0.858 -1.489 -0.663  0.20
H 0.960 -1.682 -0.490  0.21
H -0.924 0.217 1.197  0.21
H 2.138 -0.419 1.304  0.11


No. 5
C4H7NO as an isolated structure at a distorted geometry. Source: the OMol25 dataset; level of theory: the ωB97M-V functional and the def2-TZVPD basis.

M   85.11 Da
Max |F|   1.492 eV/Å
E_LUMO   1.0 eV
HOMO-LUMO gap   0.368 hartree
Energy above the lowest of the compared OMol25 structures with the same formula, charge and spin   4.826 eV
Charge   0

Last column: natural (NBO) charge in e.
CARTESIAN COORDINATES (ANGSTROEM)
O -0.523 2.153 1.261  -0.58
N -1.076 0.932 0.874  -0.17
C -0.489 0.413 -0.127  0.18
C 0.849 0.586 -0.700  -0.42
C 0.760 -1.249 0.005  -0.32
C -0.675 -1.024 -0.425  -0.46
H -1.072 2.370 2.025  0.48
H 0.937 0.434 -1.775  0.21
H 1.325 1.558 -0.449  0.23
H 1.160 -2.247 -0.294  0.21
H 0.984 -1.114 1.060  0.21
H -0.719 -1.190 -1.509  0.21
H -1.517 -1.493 0.073  0.23


No. 6
One molecule with the formula C4H7NO. Source: the OMol25 dataset; level of theory: the ωB97M-V functional and the def2-TZVPD basis.

M   85.11 Da
Max |F|   0.689 eV/Å
E_LUMO   0.9 eV
HOMO-LUMO gap   0.307 hartree
Energy above the lowest of the compared OMol25 structures with the same formula, charge and spin   3.045 eV
Charge   0

Last column: natural (NBO) charge in e.
CARTESIAN COORDINATES (ANGSTROEM)
N -0.890 1.430 -0.980  -0.79
C 0.086 1.075 -0.124  0.58
O 0.581 2.065 0.636  -0.66
C 0.653 -0.154 0.079  -0.42
C 0.264 -1.474 -0.425  -0.43
C 0.125 -1.165 1.054  -0.39
H -1.378 0.700 -1.472  0.40
H -1.105 2.391 -1.198  0.41
H 1.347 1.564 0.988  0.51
H -0.635 -1.618 -1.024  0.18
H 1.100 -2.114 -0.710  0.21
H 0.762 -1.658 1.786  0.20
H -0.910 -1.042 1.391  0.19


No. 7
One molecule with the formula C4H7NO at a distorted geometry. Source: the OMol25 dataset; level of theory: the ωB97M-V functional and the def2-TZVPD basis.

M   85.11 Da
Max |F|   2.086 eV/Å
E_LUMO (alpha / beta)   0.0 / 0.0 eV
HOMO-LUMO gap (alpha / beta)   0.346 / 0.346 hartree
Energy above the lowest of the compared OMol25 structures with the same formula, charge and spin   4.476 eV
Charge   0

Last column: natural (NBO) charge in e.
CARTESIAN COORDINATES (ANGSTROEM)
C -1.711 -1.010 -0.049  -0.63
C -0.893 0.204 -0.399  -0.06
O -0.051 0.440 0.728  -0.53
C 2.188 1.004 0.191  -0.30
C 1.222 0.059 0.551  0.39
N 1.941 -0.955 0.549  -0.30
H -2.209 -0.829 0.908  0.22
H -2.455 -1.227 -0.814  0.21
H -1.039 -1.866 0.075  0.22
H -1.495 1.109 -0.534  0.19
H -0.297 0.050 -1.313  0.18
H 2.612 1.660 0.948  0.21
H 2.186 1.361 -0.841  0.20


No. 8
One molecule with the formula C4H7NO. Source: the OMol25 dataset; level of theory: the ωB97M-V functional and the def2-TZVPD basis.

M   85.11 Da
Max |F|   0.317 eV/Å
E_LUMO   1.1 eV
HOMO-LUMO gap   0.387 hartree
Energy above the lowest of the compared OMol25 structures with the same formula, charge and spin   3.052 eV
Charge   0

Last column: natural (NBO) charge in e.
CARTESIAN COORDINATES (ANGSTROEM)
C 1.856 0.079 0.304  -0.64
C 0.698 0.628 -0.481  0.06
O -0.240 1.404 0.328  -0.48
C -0.648 0.191 -0.208  0.31
C -1.448 -0.916 0.291  -0.29
N -1.838 -0.116 -0.917  -0.59
H 2.600 0.862 0.483  0.22
H 1.493 -0.279 1.272  0.22
H 2.343 -0.751 -0.218  0.22
H 0.906 1.061 -1.460  0.19
H -2.011 -0.787 1.212  0.20
H -1.153 -1.936 0.059  0.20
H -2.558 0.560 -0.665  0.36


No. 9
One molecule with the formula C4H7NO. Source: the OMol25 dataset; level of theory: the ωB97M-V functional and the def2-TZVPD basis.

M   85.11 Da
Max |F|   0.388 eV/Å
E_LUMO   0.7 eV
HOMO-LUMO gap   0.348 hartree
Energy above the lowest of the compared OMol25 structures with the same formula, charge and spin   4.863 eV
Charge   0

Last column: natural (NBO) charge in e.
CARTESIAN COORDINATES (ANGSTROEM)
O -0.550 0.384 2.197  -0.63
C 0.593 0.090 1.638  0.30
C 0.141 -1.455 -0.685  -0.43
N 0.614 -0.086 -0.915  -0.37
C -0.372 0.960 -0.693  -0.30
C 0.738 0.738 0.281  -0.26
H -1.115 0.968 1.642  0.46
H -0.045 -1.676 0.375  0.19
H -0.784 -1.627 -1.245  0.19
H 0.904 -2.154 -1.037  0.21
H -1.389 0.644 -0.441  0.18
H -0.326 1.796 -1.389  0.21
H 1.591 1.420 0.273  0.23


No. 10
One molecule with the formula C4H7NO at a distorted geometry. Source: the OMol25 dataset; level of theory: the ωB97M-V functional and the def2-TZVPD basis.

M   85.11 Da
Max |F|   7.106 eV/Å
E_LUMO   1.0 eV
HOMO-LUMO gap   0.379 hartree
Energy above the lowest of the compared OMol25 structures with the same formula, charge and spin   4.288 eV
Charge   0

Last column: natural (NBO) charge in e.
CARTESIAN COORDINATES (ANGSTROEM)
C -1.375 -0.614 -0.181  -0.64
C -0.567 0.525 0.352  0.02
C 0.814 0.020 0.720  -0.51
C 1.589 0.247 -0.618  0.03
N 0.895 0.733 -1.453  -0.08
O -0.122 1.272 -0.871  -0.37
H -1.532 -1.410 0.730  0.21
H -2.472 -0.269 -0.506  0.22
H -1.013 -1.142 -1.125  0.24
H -1.135 1.094 1.077  0.22
H 1.376 0.606 1.606  0.22
H 1.022 -0.972 1.192  0.24
H 2.520 -0.091 -0.923  0.20


No. 11
One molecule with the formula C4H7NO at a distorted geometry. Source: the OMol25 dataset; level of theory: the ωB97M-V functional and the def2-TZVPD basis.

M   85.11 Da
Max |F|   1.145 eV/Å
E_LUMO (alpha / beta)   -0.7 / -1.3 eV
HOMO-LUMO gap (alpha / beta)   0.315 / 0.272 hartree
Energy above the lowest of the compared OMol25 structures with the same formula, charge and spin   5.636 eV
Charge   0

Last column: natural (NBO) charge in e.
CARTESIAN COORDINATES (ANGSTROEM)
C -0.815 0.956 0.245  -0.60
C -0.332 -0.372 -0.595  0.32
C 1.051 -0.426 0.041  0.35
N -1.157 -1.529 -0.379  -0.84
C 2.147 0.141 0.425  -0.60
O 0.028 -0.073 -1.794  -0.55
H -2.016 -1.422 -0.906  0.37
H -1.350 -1.716 0.598  0.36
H -1.791 1.150 -0.197  0.23
H -0.885 0.742 1.310  0.21
H -0.168 1.810 0.059  0.22
H 2.982 -0.475 0.743  0.27
H 2.305 1.215 0.449  0.25


No. 12
One molecule with the formula C4H7NO at a distorted geometry. Source: the OMol25 dataset; level of theory: the ωB97M-V functional and the def2-TZVPD basis.

M   85.11 Da
Max |F|   4.042 eV/Å
E_LUMO   0.9 eV
HOMO-LUMO gap   0.380 hartree
Energy above the lowest of the compared OMol25 structures with the same formula, charge and spin   1.992 eV
Charge   0

Last column: natural (NBO) charge in e.
CARTESIAN COORDINATES (ANGSTROEM)
C -0.107 -0.440 -2.098  -0.39
C -0.623 -0.738 -0.805  -0.21
C -0.814 0.451 0.121  -0.57
C 0.326 0.810 1.082  0.70
N 1.091 -0.274 1.647  -0.86
O 0.634 1.958 1.367  -0.60
H 0.373 -1.308 -2.672  0.21
H -0.082 0.662 -2.571  0.22
H -0.599 -1.843 -0.331  0.21
H -1.770 0.388 0.789  0.24
H -0.902 1.441 -0.404  0.25
H 0.673 -1.195 1.650  0.39
H 1.799 0.088 2.226  0.41


Question: Which value of charge does entry 6 give?
Answer: 0